7
Properties=species:S:1:pos:R:3 method="wB97M-V/def2-TZVPD" charge=0 de_lowest_kcal_mol=49.73 max_force_ev_per_a=4.64 total_energy_ev=-22833.6712 gap_ev="6.950 / 9.002" homo_ev="-8.30 / -9.82"
C -0.2089 -0.2230 -1.3071
N 0.1737 -0.0080 1.5801
O -0.2172 -0.9911 2.1750
O 0.9289 0.8463 1.7534
I 1.5728 0.8928 -1.7783
I -2.0107 0.6905 -1.2885
H -0.2386 -1.2075 -1.1346